Record 1
The following is a quantum chemistry calculation of a 12-piece molecular cluster, C63H118O9S3 overall in a non-equilibrium geometry, from the OMol25 dataset.

Calculated values
**Structure (SMILES)**: CCOS(C)(=O)=O.CCOS(C)(=O)=O.CCOS(C)(=O)=O.c1ccccc1.c1ccccc1.c1ccccc1.c1ccccc1.CCCCCC.CCCCCC.CCCCCC.CCCCCC.CCCCCC
**Gap between HOMO and LUMO**: 9.72 eV
**Energy above the lowest of the compared OMol25 structures with the same formula, charge and spin**: 4.005 eV
**LUMO**: 0.58 eV
**Spin multiplicity**: 1

Geometry as XYZ:
```
193
Properties=species:S:1:pos:R:3:lowdin_charge:R:1
C 5.0138 5.5010 -4.2853 -0.047
C 3.6607 5.0385 -3.6165 -0.226
O 3.3217 3.8127 -4.2918 -0.309
S 1.9497 2.9843 -3.8337 0.714
C 2.1335 1.4464 -4.8633 -0.081
O 2.1307 2.5978 -2.4309 -0.323
O 0.7091 3.7254 -4.2463 -0.328
H 5.4428 6.2109 -3.5781 0.070
H 4.8722 5.9908 -5.2487 0.072
H 5.7350 4.6881 -4.3702 0.066
H 3.8402 4.6928 -2.5985 0.098
H 2.7989 5.6988 -3.7129 0.119
H 1.4965 0.7464 -4.3227 0.051
H 3.1740 1.1218 -4.8518 0.061
H 1.8754 1.6719 -5.8981 0.073
C -1.7289 4.2859 -0.9532 -0.046
C -1.5432 5.1131 -2.1879 -0.293
O -2.5973 6.0552 -2.3035 -0.300
S -2.3212 7.6917 -1.9985 0.718
C -4.0827 8.1809 -1.4263 -0.066
O -1.4045 7.8416 -0.8392 -0.337
O -1.8650 8.2242 -3.2861 -0.302
H -1.7980 4.8696 -0.0352 0.083
H -0.7735 3.7614 -0.9666 0.068
H -2.5445 3.5794 -1.1071 0.066
H -0.6230 5.6854 -2.0707 0.113
H -1.4304 4.5574 -3.1189 0.104
H -4.4537 7.7228 -0.5094 0.072
H -4.6073 7.6689 -2.2330 0.032
H -4.1791 9.2474 -1.6297 0.064
C 5.2361 -5.3451 -2.8720 -0.064
C 4.3108 -4.6535 -3.9143 -0.254
O 3.4146 -3.8078 -3.1893 -0.300
S 3.6574 -2.1373 -3.1778 0.711
C 2.6551 -1.7930 -1.5777 -0.045
O 5.0781 -1.8236 -2.9250 -0.325
O 3.0006 -1.5919 -4.3606 -0.314
H 5.8690 -6.0976 -3.3425 0.071
H 4.7581 -5.9358 -2.0905 0.064
H 5.8869 -4.6209 -2.3820 0.071
H 4.8945 -4.1528 -4.6866 0.118
H 3.6665 -5.3710 -4.4226 0.117
H 1.6155 -1.6696 -1.8812 0.057
H 2.9876 -0.8381 -1.1706 0.039
H 2.7333 -2.6396 -0.8956 0.060
C 3.5645 -3.2110 3.3875 -0.094
C 4.6102 -2.6962 2.6195 -0.076
C 4.8142 -1.3329 2.7191 -0.082
C 4.0166 -0.5387 3.5685 -0.115
C 3.0794 -1.0785 4.3288 -0.118
C 2.7726 -2.4739 4.2874 -0.049
H 3.3428 -4.2641 3.2968 0.071
H 5.2512 -3.2999 1.9941 0.105
H 5.5482 -0.8373 2.1011 0.088
H 4.1285 0.5244 3.7223 0.086
H 2.4705 -0.5323 5.0340 0.092
H 1.9923 -2.8328 4.9421 0.092
C 0.9667 1.1313 -0.1119 -0.154
C -0.2350 0.9172 -0.7567 -0.073
C -1.1479 -0.0911 -0.3287 -0.057
C -0.7278 -0.8952 0.7341 -0.103
C 0.5145 -0.7447 1.3307 -0.047
C 1.3846 0.3160 0.8650 -0.092
H 1.6355 1.9400 -0.3670 0.090
H -0.5211 1.5681 -1.5696 0.089
H -2.1630 -0.1860 -0.6852 0.069
H -1.4463 -1.6282 1.0701 0.078
H 0.7631 -1.4623 2.0985 0.080
H 2.3736 0.3410 1.2982 0.081
C 6.2226 3.4481 -1.1941 -0.077
C 5.7491 2.3411 -1.9239 -0.093
C 5.3201 1.2466 -1.2446 -0.074
C 5.1572 1.3497 0.1472 -0.068
C 5.4037 2.5523 0.7787 -0.117
C 6.0701 3.5638 0.2049 -0.081
H 6.7154 4.2408 -1.7375 0.092
H 6.0887 2.3480 -2.9491 0.106
H 5.0521 0.2897 -1.6676 0.074
H 4.7359 0.5231 0.7001 0.067
H 5.2542 2.5971 1.8473 0.085
H 6.4821 4.4037 0.7446 0.107
C -6.0903 -4.8627 0.1472 -0.099
C -4.8690 -5.0388 0.8085 -0.089
C -4.1191 -3.9439 1.2440 -0.102
C -4.5669 -2.6666 0.9770 -0.101
C -5.7558 -2.4888 0.2895 -0.088
C -6.5791 -3.5866 -0.0772 -0.080
H -6.7145 -5.6846 -0.1708 0.100
H -4.5080 -6.0271 1.0521 0.099
H -3.2454 -4.1661 1.8388 0.084
H -4.0570 -1.7406 1.1983 0.089
H -6.0552 -1.4720 0.0827 0.079
H -7.6051 -3.4269 -0.3742 0.100
C 4.6653 4.0140 6.2598 -0.143
C 3.4384 4.1995 5.4102 -0.259
C 3.2931 3.1983 4.1836 -0.192
C 2.2884 3.7033 3.0802 -0.201
C 0.8114 3.7081 3.5338 -0.217
C -0.2278 3.5586 2.3426 -0.085
H 4.8177 4.8108 6.9877 0.065
H 5.6314 4.1027 5.7629 0.074
H 4.5506 3.1410 6.9023 0.070
H 2.5308 4.3198 6.0017 0.104
H 3.6449 5.1964 5.0208 0.098
H 2.9620 2.2487 4.6039 0.085
H 4.2909 3.0609 3.7669 0.076
H 2.5846 4.7004 2.7543 0.108
H 2.4514 2.9750 2.2858 0.085
H 0.7641 2.8080 4.1468 0.088
H 0.5331 4.4802 4.2511 0.100
H -0.3888 4.5142 1.8435 0.052
H -0.0599 2.9494 1.4545 0.036
H -1.1732 3.1553 2.7055 0.065
C 0.0305 -0.7051 9.2543 -0.105
C 0.3984 -1.6335 8.0817 -0.266
C -0.7571 -2.0545 7.1490 -0.258
C -0.9921 -1.1319 6.0489 -0.241
C -2.1519 -1.5304 5.0698 -0.204
C -1.7967 -2.7530 4.1261 -0.086
H -0.4552 0.1598 8.8025 0.069
H 0.8694 -0.4177 9.8880 0.067
H -0.5489 -1.3638 9.9012 0.069
H 1.1576 -1.1205 7.4914 0.091
H 0.8555 -2.5161 8.5292 0.099
H -1.6271 -2.2798 7.7658 0.119
H -0.4723 -3.0315 6.7584 0.106
H -1.2355 -0.1584 6.4745 0.112
H -0.0855 -1.0775 5.4463 0.097
H -3.1091 -1.7067 5.5606 0.099
H -2.3854 -0.6186 4.5200 0.090
H -2.4688 -2.7151 3.2688 0.027
H -0.7857 -2.7842 3.7201 0.054
H -1.9725 -3.7093 4.6187 0.067
C -4.7835 5.1175 -4.8736 -0.085
C -4.5541 3.7456 -4.1546 -0.279
C -5.4783 3.5152 -3.0636 -0.244
C -5.1523 2.2168 -2.2758 -0.214
C -5.1753 2.3302 -0.7791 -0.246
C -4.7272 1.0706 0.0433 -0.091
H -4.8124 5.9682 -4.1928 0.047
H -5.7731 5.1647 -5.3282 0.067
H -4.0064 5.3070 -5.6141 0.072
H -4.7416 2.9802 -4.9077 0.111
H -3.4960 3.6333 -3.9183 0.096
H -6.5237 3.5001 -3.3719 0.118
H -5.4897 4.4036 -2.4321 0.108
H -5.7897 1.4303 -2.6800 0.115
H -4.1510 1.8915 -2.5579 0.086
H -4.6464 3.2130 -0.4199 0.091
H -6.2090 2.5076 -0.4824 0.101
H -4.4415 0.1771 -0.5118 0.036
H -3.7675 1.2799 0.5158 0.058
H -5.4882 0.7677 0.7625 0.066
C -0.8445 -5.2432 -2.2340 -0.082
C -1.1930 -5.0807 -0.6915 -0.220
C -0.3315 -6.0541 0.1514 -0.218
C 1.0755 -5.4895 0.4469 -0.202
C 1.7524 -6.2811 1.6184 -0.230
C 2.4465 -7.6022 1.1315 -0.103
H -0.7813 -6.2583 -2.6260 0.066
H 0.1684 -4.8872 -2.4219 0.054
H -1.5214 -4.7522 -2.9331 0.039
H -1.0676 -4.0580 -0.3358 0.088
H -2.2218 -5.4163 -0.5609 0.078
H -0.3467 -7.0299 -0.3341 0.109
H -0.8130 -6.1514 1.1244 0.097
H 1.6711 -5.5372 -0.4647 0.098
H 1.0496 -4.4244 0.6771 0.093
H 2.5394 -5.7042 2.1041 0.061
H 1.0563 -6.5264 2.4206 0.098
H 2.8649 -8.1075 2.0019 0.061
H 1.7695 -8.3284 0.6817 0.063
H 3.2631 -7.4133 0.4346 0.060
C -5.2477 -3.9200 -3.8256 -0.116
C -4.0725 -3.0163 -4.2633 -0.238
C -3.8681 -2.0017 -3.1285 -0.232
C -2.9658 -0.8579 -3.5804 -0.210
C -1.4986 -1.2709 -4.0039 -0.227
C -1.3955 -1.1871 -5.5252 -0.110
H -5.3893 -4.6272 -4.6428 0.062
H -6.2169 -3.4460 -3.9807 0.067
H -5.1737 -4.3452 -2.8247 0.063
H -3.1834 -3.6453 -4.2189 0.086
H -4.2483 -2.7265 -5.2993 0.111
H -3.5543 -2.3846 -2.1574 0.106
H -4.8000 -1.5140 -2.8425 0.098
H -3.5257 -0.3577 -4.3706 0.107
H -2.9001 -0.1252 -2.7761 0.063
H -0.8241 -0.5753 -3.5046 0.072
H -1.1443 -2.2192 -3.5998 0.093
H -0.4442 -1.6034 -5.8567 0.068
H -2.0835 -1.8922 -5.9915 0.056
H -1.7085 -0.2231 -5.9263 0.077
```

Record 2
The following is a quantum chemistry calculation of a 2-piece molecular cluster, C7H16NOP overall in a non-equilibrium geometry, from the OMol25 dataset.

Calculated values
**Structure (SMILES)**: CN1CCOP1.C=C(C)C
**Gap between HOMO and LUMO**: 9.69 eV
**Energy above the lowest of the compared OMol25 structures with the same formula, charge and spin**: 3.215 eV
**LUMO**: 0.95 eV
**Spin multiplicity**: 1

Geometry as XYZ:
```
26
Properties=species:S:1:pos:R:3:lowdin_charge:R:1
C -3.3068 -1.1268 1.5241 -0.142
N -1.9702 -0.4413 1.4689 -0.407
C -0.8334 -1.2100 1.9656 -0.214
C -0.1303 -1.6451 0.6848 -0.275
O -0.5221 -0.7944 -0.3525 -0.433
P -1.6094 0.3720 -0.0093 0.905
H -4.1021 -0.4225 1.1414 0.079
H -3.2346 -2.1008 0.9604 0.087
H -3.5110 -1.3646 2.5720 0.066
H -1.2493 -2.1797 2.4819 0.147
H -0.1243 -0.8561 2.6401 0.082
H 0.8904 -1.6066 0.9625 0.081
H -0.3414 -2.7255 0.3452 0.141
H -0.7421 1.3118 0.4337 -0.089
C 2.2050 0.9787 0.1659 -0.011
C 2.0253 0.6507 -1.0737 -0.410
C 2.4925 -0.5964 -1.8146 -0.103
C 1.2639 1.4990 -2.1744 -0.049
H 2.8015 0.5833 0.9869 0.069
H 1.6670 1.8454 0.5209 0.052
H 2.6582 -1.5289 -1.1860 0.080
H 1.7192 -0.8929 -2.5334 0.061
H 3.5200 -0.4450 -2.3570 0.111
H 0.1981 1.4494 -2.0368 0.038
H 1.4032 1.0216 -3.1898 0.084
H 1.7587 2.4225 -2.2012 0.051
```

Record 3
The following is a quantum chemistry calculation of C63H140F4N9NaO8S4 as an isolated structure in a non-equilibrium geometry, from the OMol25 dataset.

Calculated values
**Gap between HOMO and LUMO**: 6.49 eV
**LUMO**: -12.70 eV
**Charge**: +6
**Spin multiplicity**: 1

Geometry as XYZ:
```
229
Properties=species:S:1:pos:R:3:lowdin_charge:R:1
Na -2.3863 -1.6233 -1.2231 0.689
C 4.0093 -3.2914 2.9098 -0.081
C 4.8410 -4.3030 3.7266 -0.222
C 4.5663 -5.7805 3.4063 -0.133
N 5.4332 -6.7237 4.2413 -0.247
C 5.0883 -8.1390 3.6691 -0.091
C 5.6415 -9.2524 4.5151 -0.166
C 5.2574 -9.1770 5.9909 -0.180
C 5.4272 -7.7931 6.6153 -0.143
C 4.9904 -6.6474 5.6661 -0.124
C 6.9440 -6.4690 4.1590 0.072
H 4.2891 -3.2078 1.8627 0.081
H 4.3203 -2.3512 3.3721 0.080
H 2.9429 -3.4180 3.1006 0.052
H 4.8155 -4.1933 4.8107 0.105
H 5.8801 -4.0871 3.4658 0.115
H 4.7344 -5.9120 2.3366 0.135
H 3.5480 -6.0695 3.6669 0.123
H 4.0039 -8.2702 3.6733 0.136
H 5.4830 -8.0885 2.6563 0.135
H 5.3071 -10.2258 4.1572 0.138
H 6.7327 -9.2350 4.4669 0.119
H 4.2582 -9.5958 6.1414 0.123
H 5.8774 -9.8813 6.5468 0.131
H 4.8378 -7.8213 7.5321 0.131
H 6.4514 -7.7315 6.9872 0.125
H 3.9016 -6.6582 5.7100 0.139
H 5.4000 -5.7771 6.1771 0.129
H 7.0616 -5.5631 4.7468 0.108
H 7.3090 -6.4546 3.1373 0.123
H 7.4061 -7.2796 4.7158 0.105
C -2.0513 4.9963 2.4018 -0.060
C -2.6360 3.6360 2.8257 -0.209
C -3.7783 3.1762 1.9292 -0.108
N -4.2359 1.7307 2.1341 -0.208
C -4.9590 1.3164 0.8692 -0.132
C -6.3539 1.9314 0.8678 -0.149
C -7.1091 1.4865 2.1280 -0.159
C -6.4525 2.0303 3.3845 -0.152
C -5.0031 1.5864 3.4899 -0.057
C -3.0303 0.7811 2.1567 0.009
H -1.1650 5.1888 3.0077 0.065
H -2.7084 5.8410 2.6057 0.098
H -1.7588 4.9844 1.3514 0.060
H -2.9750 3.8048 3.8489 0.118
H -1.8433 2.9065 2.6483 0.092
H -3.4235 3.2407 0.8995 0.107
H -4.6788 3.7699 2.0672 0.141
H -4.4408 1.6532 -0.0309 0.115
H -4.9770 0.2260 0.8024 0.125
H -6.1052 2.9954 0.8244 0.107
H -6.8927 1.7961 -0.0692 0.118
H -8.1384 1.8280 2.0249 0.132
H -7.1583 0.3960 2.1937 0.125
H -6.5984 3.1123 3.3930 0.131
H -7.0037 1.6650 4.2525 0.137
H -4.4659 2.0762 4.2984 0.131
H -4.9518 0.5052 3.6278 0.132
H -2.4685 1.1157 1.2904 0.069
H -3.3231 -0.2654 2.0865 0.103
H -2.5522 0.8860 3.1263 0.076
C 1.1321 2.3216 -4.9751 -0.073
C 1.3704 1.9465 -6.5000 -0.193
C 2.0536 0.5735 -6.5775 -0.097
N 2.2911 0.1136 -8.0369 -0.252
C 3.4941 0.8890 -8.6214 -0.076
C 4.8182 0.4156 -8.0322 -0.162
C 4.9207 -1.0863 -8.0894 -0.181
C 3.7679 -1.8464 -7.4233 -0.168
C 2.5011 -1.4188 -8.0995 -0.103
C 1.0944 0.3968 -8.8768 0.002
H 1.8181 1.8571 -4.2663 0.068
H 0.1540 1.9067 -4.7218 0.050
H 1.0397 3.3857 -4.7684 0.065
H 1.9102 2.7971 -6.9170 0.115
H 0.3961 2.0274 -6.9771 0.100
H 1.5007 -0.2219 -6.0817 0.135
H 3.0691 0.6390 -6.1944 0.117
H 3.3575 1.9432 -8.3876 0.132
H 3.4472 0.7693 -9.7029 0.144
H 5.0197 0.9441 -7.0993 0.120
H 5.6204 0.7632 -8.6880 0.138
H 5.8724 -1.4228 -7.6765 0.128
H 4.9626 -1.3865 -9.1401 0.133
H 3.7430 -1.6071 -6.3526 0.108
H 4.0821 -2.8896 -7.4072 0.130
H 1.5514 -1.8745 -7.8241 0.132
H 2.6485 -1.6187 -9.1636 0.141
H 1.4050 0.0738 -9.8685 0.117
H 0.9069 1.4667 -8.9028 0.104
H 0.1911 -0.0794 -8.5035 0.117
C -6.8044 5.5979 -1.5119 -0.060
C -6.4197 4.1932 -2.0585 -0.250
C -6.0614 4.2698 -3.5518 -0.109
N -6.0073 2.8955 -4.2124 -0.223
C -5.3448 3.1511 -5.5562 -0.101
C -5.0279 1.8602 -6.2427 -0.135
C -4.1477 0.9729 -5.3370 -0.185
C -4.8603 0.5875 -4.0387 -0.141
C -5.1903 1.9243 -3.3414 -0.093
C -7.4075 2.3464 -4.4200 0.055
H -6.7891 5.5758 -0.4251 0.079
H -7.8101 5.8735 -1.8323 0.089
H -6.1891 6.3972 -1.9259 0.068
H -7.3367 3.5990 -1.9662 0.099
H -5.7392 3.7038 -1.3675 0.045
H -5.1286 4.8325 -3.6108 0.080
H -6.8144 4.8315 -4.1028 0.149
H -4.4549 3.7643 -5.4120 0.106
H -6.0123 3.7846 -6.1430 0.153
H -4.4637 1.9625 -7.1677 0.135
H -5.8930 1.2371 -6.4726 0.118
H -3.2019 1.4326 -5.0255 0.101
H -3.7373 0.1653 -5.9489 0.114
H -4.1949 0.0726 -3.3319 0.090
H -5.7535 -0.0144 -4.2090 0.117
H -4.3185 2.5225 -3.0671 0.107
H -5.7552 1.7303 -2.4305 0.112
H -7.8621 2.0951 -3.4665 0.106
H -7.2784 1.4423 -5.0049 0.091
H -7.9860 3.0892 -4.9623 0.125
C -1.3365 -3.8266 7.6845 -0.083
C -0.1814 -3.0032 7.1803 -0.242
C -0.5858 -1.9494 6.1493 -0.121
N 0.4697 -0.9562 5.7048 -0.241
C 1.2083 -0.1930 6.8442 -0.089
C 0.2949 0.6718 7.6819 -0.146
C -0.4366 1.6899 6.8042 -0.171
C -1.1471 1.0588 5.6012 -0.145
C -0.2641 0.0425 4.8065 -0.092
C 1.5972 -1.6078 4.9579 0.000
H -1.8048 -4.3928 6.8716 0.083
H -2.1424 -3.2088 8.0847 0.090
H -1.0804 -4.6029 8.4021 0.095
H 0.5904 -3.6667 6.7739 0.106
H 0.3489 -2.5600 8.0284 0.116
H -1.4198 -1.4320 6.6213 0.128
H -0.9214 -2.4417 5.2361 0.138
H 1.6897 -0.9231 7.4934 0.135
H 1.9726 0.4085 6.3559 0.136
H -0.4112 0.0135 8.1975 0.125
H 0.8251 1.1250 8.5192 0.142
H -1.1355 2.1330 7.5167 0.128
H 0.1552 2.5452 6.4738 0.124
H -2.0736 0.6593 6.0142 0.116
H -1.3557 1.8778 4.9123 0.096
H -0.8310 -0.5459 4.0898 0.114
H 0.5809 0.5662 4.3595 0.125
H 2.3635 -0.8398 4.8597 0.106
H 1.3075 -1.7713 3.9188 0.093
H 2.0153 -2.4726 5.4627 0.106
C 2.7305 -3.2869 -2.4125 -0.038
C 1.8406 -3.9202 -1.3096 -0.208
C 0.6385 -4.7058 -1.8446 -0.124
N -0.1319 -5.5107 -0.8017 -0.244
C 0.6888 -6.7337 -0.4563 -0.099
C 0.6284 -7.8273 -1.5670 -0.138
C -0.8172 -8.1718 -1.9654 -0.139
C -1.4279 -6.8528 -2.4721 -0.167
C -1.5507 -5.8476 -1.3450 -0.087
C -0.3278 -4.7425 0.5136 0.030
H 2.4091 -3.6486 -3.3885 0.078
H 3.7527 -3.5545 -2.1633 0.086
H 2.5999 -2.2064 -2.4046 0.074
H 1.3978 -3.1794 -0.6439 0.076
H 2.3977 -4.6276 -0.6926 0.100
H 0.8606 -5.3790 -2.6693 0.124
H -0.0871 -4.0044 -2.2694 0.129
H 1.7335 -6.5295 -0.2290 0.127
H 0.2740 -7.1361 0.4691 0.137
H 1.2719 -7.6366 -2.4248 0.124
H 1.0621 -8.7179 -1.1057 0.130
H -0.7760 -8.8547 -2.8116 0.133
H -1.4168 -8.5765 -1.1515 0.129
H -0.7915 -6.4642 -3.2711 0.115
H -2.4042 -6.8875 -2.9609 0.136
H -2.0246 -4.9325 -1.6952 0.118
H -2.0766 -6.3348 -0.5247 0.141
H -0.8567 -3.8222 0.2544 0.090
H 0.6597 -4.6098 0.9455 0.100
H -0.9270 -5.3915 1.1475 0.111
C 5.2943 8.2143 2.3089 -0.066
C 4.3789 6.9717 2.3656 -0.219
C 3.4128 7.0330 1.1629 -0.103
N 2.4699 5.8244 1.0229 -0.240
C 1.3741 6.2809 -0.0031 -0.089
C 1.9002 6.2505 -1.4250 -0.154
C 2.3585 4.8555 -1.8452 -0.174
C 3.4946 4.5017 -0.9008 -0.158
C 3.0756 4.4859 0.5584 -0.066
C 1.6736 5.6207 2.2797 -0.019
H 5.8774 8.2516 3.2295 0.087
H 4.6306 9.0702 2.4399 0.088
H 5.9456 8.2292 1.4411 0.088
H 3.8286 7.0094 3.3054 0.105
H 4.9067 6.0196 2.2819 0.105
H 3.9344 6.9400 0.2136 0.123
H 2.7959 7.9224 1.2586 0.141
H 1.0370 7.2807 0.2668 0.138
H 0.5145 5.6394 0.1920 0.109
H 2.6960 6.9744 -1.6084 0.127
H 1.1079 6.5579 -2.1118 0.125
H 2.6080 4.9067 -2.9037 0.123
H 1.5266 4.1517 -1.7487 0.112
H 4.3194 5.1926 -1.0819 0.125
H 3.8568 3.4972 -1.1352 0.124
H 3.9174 4.4813 1.2517 0.125
H 2.3348 3.7235 0.7912 0.129
H 0.9500 4.8236 2.1417 0.083
H 1.2296 6.5690 2.5927 0.121
H 2.2672 5.4848 3.1872 0.102
N -3.2988 5.4861 -3.4389 -0.237
S -3.1044 5.4714 -1.7782 0.563
O -1.7997 5.7853 -1.2590 -0.266
O -3.8663 4.4144 -1.1139 -0.317
F -3.9598 6.7790 -1.4897 -0.145
S -2.0949 4.5035 -3.7101 0.493
O -2.0495 3.1722 -3.1251 -0.329
O -0.8410 5.1843 -4.0074 -0.262
F -2.5719 4.0298 -5.1655 -0.205
N -0.7851 -0.1717 -0.2290 -0.337
S -0.7253 1.2607 -1.0214 0.490
O -0.0115 1.2370 -2.2501 -0.216
O -0.7451 2.4180 -0.1694 -0.231
F -2.2598 1.1256 -1.4197 -0.201
S 0.5543 -0.0163 0.4962 0.446
O 0.5160 0.7399 1.7262 -0.272
O 1.7602 0.0401 -0.2739 -0.236
F 0.6597 -1.5788 0.9869 -0.240
```